{
  "formula": "C4H9FN2S",
  "method": "ωB97M-V/def2-TZVPD",
  "energy_ev": -20824.9452,
  "e_above_lowest_kj_mol": 209.85,
  "multiplicity": 1,
  "homo_energy_ev": -9.056,
  "smiles": "N/N=C/C[C@@H](F)CS",
  "gap_ha": 0.3625,
  "lumo_ev": 0.808,
  "symbols": ["C", "C", "C", "H", "H", "S", "H", "N", "C", "F", "H", "H", "H", "H", "N", "H", "H"],
  "positions_angstrom": [[1.3806, 0.5028, 0.7259], [1.6493, 0.6758, -0.7101], [-0.0610, 0.8575, 1.0724], [-3.1022, -1.2024, -1.3151], [1.3205, 1.5633, -1.1846], [1.2143, -0.7343, -1.8348], [2.0929, 1.2025, 1.2773], [-1.7672, -0.1320, -0.1933], [-0.9163, -0.2785, 0.7620], [1.6101, -0.7542, 1.2345], [-0.1879, 0.9867, 2.1800], [2.7273, 0.6983, -0.8894], [-0.7879, -1.2437, 1.1717], [-0.2854, 1.8287, 0.5957], [-2.5999, -1.2909, -0.3856], [-0.2165, -0.5575, -1.8600], [-2.0706, -2.1222, -0.6467]],
  "forces_ev_per_angstrom": [[-0.05, 2.07, 2.24], [1.61, -2.15, -2.05], [0.86, 0.82, 1.86], [0.46, 0.73, 1.59], [-0.79, 1.01, 0.17], [-2.09, 0.51, 0.24], [-0.84, -0.74, -0.53], [-0.36, -1.06, 0.95], [-2.14, 0.79, -3.21], [0.60, -0.47, -0.34], [0.54, 0.19, -0.70], [0.10, -0.06, 0.20], [0.26, -0.81, 1.00], [-0.45, -0.75, 0.05], [-0.57, 0.14, -2.26], [2.16, -0.15, 0.01], [0.70, -0.05, 0.79]],
  "lowdin_charge": [-0.448, -0.485, -0.144, 0.088, 0.067, 0.676, 0.164, -0.054, -0.216, -0.019, 0.135, 0.068, 0.117, 0.133, -0.031, -0.110, 0.059]
}